Record 1
The following is a quantum chemistry calculation of a molecular structure, C22H35NO4P2Pb, from the Open Molecules 2025 dataset.

The value obtained for the LUMO energy (spin up / spin down) is -6.5 / -6.6 eV. The value obtained for the total energy is -2089.79091 Ha. The frontier orbital gap (spin up / spin down) is 6.86 / 6.71 eV.

The geometry in ORCA input format:
```
! RIJCOSX wB97M-V def2-TZVPD def2/J DEFGRID3
* xyz 2 1
P -0.447 -1.866 -2.923
P -0.180 2.163 -3.207
C -0.958 -0.453 -3.947
C 0.110 0.641 -4.130
H -1.902 -0.060 -3.544
H -1.199 -0.864 -4.943
H 1.120 0.302 -3.774
H 0.231 0.910 -5.196
C -1.905 2.669 -3.199
H -2.108 3.306 -2.323
H -2.588 1.809 -3.209
H -2.063 3.260 -4.118
C 0.678 3.443 -4.139
H 0.006 3.778 -4.943
H 1.589 3.010 -4.576
H 0.925 4.271 -3.458
C -1.935 -2.667 -2.296
H -1.719 -3.241 -1.383
H -2.297 -3.369 -3.062
H -2.736 -1.939 -2.101
C 0.150 -3.043 -4.181
H 0.928 -2.620 -4.832
H -0.712 -3.310 -4.816
H 0.558 -3.953 -3.716
Pb -2.597 -0.187 1.463
C 2.185 1.935 -1.785
C 0.751 1.888 -1.622
C -0.019 0.696 -0.916
C 0.635 -0.655 -0.725
C 1.155 -1.455 -2.023
C 2.278 -0.823 -2.714
C 3.413 -0.268 -1.982
C 3.125 1.026 -1.148
C -2.237 -2.303 2.134
H 2.594 2.817 -2.262
H 0.433 2.808 -1.085
H -0.965 0.533 -1.473
H -0.313 1.097 0.081
H 1.468 -0.612 -0.019
H -0.139 -1.296 -0.253
H 1.537 -2.418 -1.636
H 2.448 -1.108 -3.757
H 4.178 -0.029 -2.734
H 3.875 -0.982 -1.276
H 2.777 0.777 -0.127
H 4.079 1.558 -0.996
H -1.203 -2.321 2.515
H -2.337 -2.989 1.287
H -2.949 -2.537 2.935
O -2.878 0.269 3.822
C -1.605 0.366 3.964
O -0.821 0.384 2.937
C -0.997 0.370 5.339
C 0.372 0.082 5.537
C 0.900 -0.052 6.819
C 0.070 0.109 7.944
C -1.283 0.452 7.767
C -1.807 0.591 6.478
N 0.561 -0.219 9.241
O 1.751 -0.592 9.345
O -0.201 -0.150 10.232
H 1.044 -0.046 4.692
H 1.938 -0.311 6.989
H -1.899 0.566 8.661
H -2.862 0.853 6.366
*
```

Record 2
The following is a quantum chemistry calculation of a single C4H9NO2 molecule, from the Open Molecules 2025 dataset.

The value obtained for the LUMO energy is 0.9 eV. Its structure (SMILES) is C/N=C/OCCO. The value obtained for the total energy is -363.01047 Ha. The frontier orbital gap is 10.58 eV.

The geometry in ORCA input format:
```
! RIJCOSX wB97M-V def2-TZVPD def2/J DEFGRID3
* xyz 0 1
C 2.171 -0.380 -1.196
N 0.977 -0.026 -0.472
C 0.980 0.826 0.459
O -0.087 1.142 1.194
C -1.432 0.780 0.764
C -1.857 -0.674 0.560
O -1.257 -1.344 -0.499
H 2.373 -1.446 -1.039
H 1.995 -0.237 -2.267
H 3.054 0.198 -0.895
H 1.874 1.381 0.768
H -2.056 1.194 1.562
H -1.632 1.310 -0.174
H -1.824 -1.253 1.499
H -2.928 -0.530 0.333
H -0.351 -0.942 -0.596
*
```

Record 3
The following is a quantum chemistry calculation of 7 unconnected molecules or ions with the total composition C48H120N6O10P, from the Open Molecules 2025 dataset.

The value obtained for the LUMO energy is -5.1 eV. The value obtained for the total energy is -3322.07086 Ha. The frontier orbital gap is 7.87 eV.

The geometry in ORCA input format:
```
! RIJCOSX wB97M-V def2-TZVPD def2/J DEFGRID3
* xyz 3 1
P 0.006 0.091 0.192
O -0.175 -0.039 -1.411
O 0.952 -1.102 0.655
O -1.468 0.016 0.859
O 0.697 1.450 0.459
C -2.388 -1.537 5.596
C -1.103 -2.239 5.173
N -0.538 -2.069 3.763
C -0.181 -0.584 3.595
C 0.731 -2.964 3.462
C 1.785 -2.770 4.562
C -1.621 -2.427 2.647
C -2.288 -3.801 2.756
O -3.623 -3.798 3.228
C -4.661 -3.581 2.247
H -2.114 -1.443 6.647
H -3.268 -2.149 5.400
H -2.536 -0.545 5.169
H -1.267 -3.310 5.291
H -0.261 -1.976 5.814
H -1.005 0.029 3.231
H 0.532 -0.627 2.771
H 0.470 -0.217 4.388
H 1.055 -2.674 2.462
H 0.426 -4.009 3.519
H 1.522 -3.406 5.407
H 1.857 -1.698 4.744
H 2.761 -3.068 4.180
H -1.028 -2.326 1.738
H -2.438 -1.706 2.671
H -1.729 -4.390 3.483
H -2.300 -4.352 1.815
H -4.682 -2.503 2.091
H -5.649 -3.903 2.578
H -4.421 -4.122 1.332
C 0.288 3.456 4.564
C -0.754 3.047 3.417
N -1.000 4.195 2.267
C -1.580 5.517 2.812
C 0.419 4.483 1.617
C 0.382 5.737 0.640
C -1.973 3.633 1.225
C -3.511 3.636 1.586
O -3.854 2.944 2.821
C -3.848 1.504 2.793
H 0.260 4.468 4.968
H 1.307 3.473 4.177
H 0.236 2.855 5.472
H -1.759 2.807 3.764
H -0.362 2.202 2.850
H -2.429 5.329 3.470
H -1.806 6.192 1.987
H -0.797 6.013 3.386
H 0.728 3.587 1.079
H 1.173 4.674 2.380
H 1.413 6.011 0.418
H -0.156 6.613 1.005
H -0.135 5.390 -0.255
H -1.796 2.563 1.109
H -1.694 4.091 0.276
H -3.972 3.165 0.717
H -4.013 4.597 1.689
H -4.537 1.037 2.089
H -4.000 1.172 3.820
H -2.849 1.169 2.514
C 4.102 2.783 2.861
C 4.125 2.052 1.424
N 4.379 0.517 1.604
C 3.207 0.030 2.497
C 4.104 -0.141 0.235
C 5.029 0.390 -0.865
C 5.743 0.160 2.242
C 6.116 -1.336 2.195
O 5.133 -2.178 2.821
C 5.471 -3.567 2.752
H 3.442 2.339 3.606
H 3.623 3.723 2.585
H 5.033 2.961 3.399
H 4.916 2.505 0.826
H 3.183 2.082 0.877
H 3.450 0.247 3.537
H 3.103 -1.033 2.280
H 2.277 0.545 2.256
H 3.090 0.115 -0.070
H 4.045 -1.226 0.319
H 5.023 1.467 -1.033
H 4.915 -0.064 -1.849
H 6.076 0.171 -0.655
H 5.730 0.518 3.271
H 6.456 0.869 1.823
H 7.099 -1.540 2.620
H 6.182 -1.518 1.122
H 4.675 -4.218 3.113
H 6.370 -3.792 3.325
H 5.567 -3.780 1.687
C 4.058 -4.956 -1.129
C 2.609 -4.630 -0.744
N 1.772 -3.681 -1.698
C 2.288 -2.237 -1.894
C 1.707 -4.436 -3.075
C 0.737 -3.732 -4.023
C 0.345 -3.495 -0.950
C -0.706 -4.643 -1.061
O -0.197 -5.860 -0.562
C 0.058 -5.862 0.880
H 4.672 -4.143 -1.516
H 4.150 -5.756 -1.864
H 4.562 -5.374 -0.258
H 2.593 -4.193 0.255
H 2.128 -5.606 -0.676
H 3.182 -2.393 -2.496
H 2.422 -1.904 -0.864
H 1.474 -1.701 -2.383
H 1.371 -5.467 -2.967
H 2.702 -4.454 -3.520
H 0.878 -2.684 -4.287
H -0.309 -3.781 -3.719
H 0.772 -4.296 -4.955
H -0.095 -2.540 -1.238
H 0.526 -3.187 0.080
H -1.082 -4.892 -2.053
H -1.661 -4.473 -0.565
H 0.592 -5.017 1.316
H 0.578 -6.791 1.114
H -0.917 -5.910 1.365
C 1.143 0.676 -5.644
C 0.259 1.451 -4.532
N 1.113 2.345 -3.484
C 2.204 1.503 -2.867
C 1.805 3.493 -4.332
C 2.709 4.561 -3.586
C 0.144 2.894 -2.395
C -0.756 4.110 -2.760
O -1.299 4.031 -4.056
C -1.868 5.275 -4.529
H 1.596 -0.216 -5.212
H 1.832 1.232 -6.281
H 0.330 0.415 -6.322
H -0.190 0.668 -3.920
H -0.525 2.091 -4.935
H 2.806 2.146 -2.225
H 2.692 0.916 -3.645
H 1.724 0.771 -2.218
H 1.012 3.913 -4.951
H 2.448 2.987 -5.052
H 2.006 4.970 -2.860
H 3.080 5.306 -4.290
H 3.585 4.184 -3.058
H 0.711 3.159 -1.503
H -0.449 2.024 -2.113
H -0.156 5.020 -2.735
H -1.579 4.166 -2.048
H -2.223 5.184 -5.556
H -1.127 6.060 -4.377
H -2.783 5.555 -4.007
C -6.101 -0.922 -1.326
C -5.207 -1.050 -2.514
N -3.718 -0.804 -2.128
C -3.235 -1.805 -1.058
C -2.815 -0.973 -3.385
C -3.040 -2.267 -4.234
C -3.535 0.632 -1.558
C -3.770 1.827 -2.432
O -5.129 2.024 -2.781
C -5.481 3.213 -3.430
H -7.144 -0.968 -1.640
H -5.872 -0.074 -0.681
H -5.969 -1.823 -0.726
H -5.426 -0.293 -3.267
H -5.269 -2.014 -3.021
H -2.158 -1.870 -0.902
H -3.581 -2.795 -1.355
H -3.562 -1.517 -0.059
H -1.773 -0.734 -3.170
H -3.040 -0.100 -3.999
H -2.971 -3.170 -3.628
H -2.238 -2.448 -4.949
H -3.980 -2.249 -4.786
H -2.464 0.693 -1.368
H -3.858 0.659 -0.517
H -3.111 1.819 -3.300
H -3.454 2.676 -1.826
H -6.539 3.252 -3.690
H -4.989 3.315 -4.397
H -5.121 4.075 -2.869
*
```

Record 4
The following is a quantum chemistry calculation of 2 unconnected molecules or ions with the total composition C3H9NOS, from the Open Molecules 2025 dataset.

The value obtained for the LUMO energy is -3.5 eV. The value obtained for the total energy is -647.70914 Ha. The frontier orbital gap is 6.24 eV.

The geometry in ORCA input format:
```
! RIJCOSX wB97M-V def2-TZVPD def2/J DEFGRID3
* xyz 0 1
C -0.847 -1.149 0.094
O -2.274 -1.059 -0.416
C -0.162 0.178 -0.357
C 1.298 -0.143 -0.598
S 2.030 2.949 0.861
N -0.373 1.198 0.641
H -0.870 -1.436 1.136
H -0.397 -2.010 -0.477
H -2.955 -1.101 0.302
H -0.640 0.382 -1.336
H 1.570 -1.121 -1.099
H 1.750 -0.202 0.354
H 1.819 0.632 -1.179
H 0.366 1.927 0.470
H -0.314 0.953 1.604
*
```

Record 5
The following is a quantum chemistry calculation of a single C2H3N3O3 molecule, from the Open Molecules 2025 dataset.

The value obtained for the LUMO energy is 0.3 eV. Its structure (SMILES) is [H]/N=C1\NOC(=O)NO1. The value obtained for the total energy is -467.81573 Ha. The frontier orbital gap is 10.28 eV.

The geometry in ORCA input format:
```
! RIJCOSX wB97M-V def2-TZVPD def2/J DEFGRID3
* xyz 0 1
H -3.020 -0.516 -0.349
N -2.353 0.193 -0.338
C -1.185 0.110 0.087
N -0.383 -1.068 0.492
O 0.886 -0.973 0.014
C 1.771 -0.001 0.052
O 2.902 -0.070 -0.402
N 1.011 1.078 0.440
O -0.363 1.102 -0.111
H -0.659 -1.964 -0.300
H 1.394 2.108 0.416
*
```

Calculated energy above the lowest of the compared OMol25 structures with the same formula, charge and spin in order - 0.000, 2.043, 0.000, 5.141, 4.043 eV